{"formula": "C4H10O2S", "method": "wB97M-V/def2-TZVPD", "species": ["O", "O", "C", "C", "H", "H", "H", "H", "S", "C", "C", "H", "H", "H", "H", "H", "H"], "positions_angstrom": [[-2.60513, -1.44101, -1.00637], [-2.16345, -2.18274, 1.07710], [-2.99055, -1.94398, 0.02542], [-4.39208, -2.38151, 0.32982], [-1.26655, -1.86331, 0.78458], [-5.04995, -2.18115, -0.53254], [-4.78328, -1.83591, 1.20498], [-4.41812, -3.46228, 0.54857], [3.91630, 0.19640, -0.21096], [2.44113, 2.55919, 0.07934], [3.24297, 1.73263, -0.91611], [4.68226, 0.78826, 0.73006], [1.60933, 1.96362, 0.49169], [2.02307, 3.45147, -0.41630], [3.08475, 2.88856, 0.91233], [2.59856, 1.38857, -1.74786], [4.07072, 2.32318, -1.35376]], "forces_ev_per_a": [[-0.226, -0.351, 0.759], [0.943, 0.526, -0.767], [0.269, 0.189, -0.325], [-0.697, -0.080, -0.192], [-1.044, -0.404, 0.405], [0.429, -0.058, 0.382], [0.252, -0.282, -0.282], [0.085, 0.464, 0.018], [0.125, 0.181, 0.155], [-0.142, 0.052, 0.114], [0.066, 0.107, -0.470], [-0.137, -0.128, -0.167], [0.339, 0.270, -0.117], [0.144, -0.275, 0.212], [-0.293, -0.092, -0.278], [0.339, 0.202, 0.367], [-0.453, -0.321, 0.184]], "e_homo_ev": -9.067, "smiles": "CC(=O)O.CCS", "max_force_ev_per_a": 1.32, "charge": 0, "total_energy_ev": -19240.730, "e_above_lowest_kcal_mol": 6.0}

{"formula": "C28H25BrN3O3PPbS", "method": "wB97M-V/def2-TZVPD", "species": ["Pb", "O", "C", "C", "C", "C", "C", "C", "C", "P", "C", "C", "C", "C", "C", "C", "C", "C", "C", "C", "C", "C", "H", "H", "H", "H", "H", "H", "H", "H", "H", "H", "H", "H", "H", "H", "C", "N", "C", "S", "N", "C", "H", "H", "H", "H", "H", "H", "H", "H", "Br", "C", "C", "N", "C", "C", "C", "C", "O", "O", "H", "H", "H"], "positions_angstrom": [[0.30249, -2.19306, -0.28895], [-0.49411, -2.50636, -4.23395], [-1.43181, -1.97566, -3.86245], [-2.58011, -1.38076, -3.49095], [-3.75091, -1.72486, -4.24095], [-4.93031, -1.07396, -3.99075], [-4.99351, -0.07566, -3.01565], [-3.87861, 0.22404, -2.24245], [-2.66161, -0.40906, -2.43835], [-1.14361, -0.00796, -1.46395], [-1.78371, 1.12714, -0.19655], [-2.81041, 0.69124, 0.64445], [-3.32651, 1.55354, 1.59235], [-2.80001, 2.82974, 1.73125], [-1.73201, 3.23134, 0.94625], [-1.21201, 2.38164, -0.01575], [-0.29691, 1.05094, -2.69715], [-0.99321, 2.09694, -3.30685], [-0.35501, 2.89714, -4.23665], [0.97189, 2.66154, -4.56675], [1.66589, 1.62984, -3.95585], [1.03519, 0.82054, -3.02535], [-3.68691, -2.48406, -5.00375], [-5.80921, -1.32556, -4.56325], [-5.91361, 0.47224, -2.87305], [-3.95701, 0.97814, -1.47245], [-3.19391, -0.31666, 0.55215], [-4.13201, 1.22944, 2.23215], [-3.21631, 3.50944, 2.45765], [-1.29581, 4.20634, 1.08955], [-0.36711, 2.68324, -0.61985], [-2.02521, 2.28394, -3.04665], [-0.88821, 3.71014, -4.70705], [1.46339, 3.28174, -5.30035], [2.70039, 1.45324, -4.20555], [1.58619, 0.02474, -2.54545], [4.74639, -3.94316, 1.21195], [3.86259, -3.12716, 0.40565], [3.69869, -1.82136, 0.55845], [2.63369, -0.96966, -0.52485], [4.41659, -1.17126, 1.44815], [4.38639, 0.23504, 1.76475], [4.63699, -4.98106, 0.91335], [4.47979, -3.86266, 2.26705], [5.78979, -3.65066, 1.06865], [3.38689, -3.57486, -0.36025], [5.06819, -1.71966, 1.99595], [3.78829, 0.77944, 1.03625], [5.40699, 0.61924, 1.75725], [3.97539, 0.37904, 2.76515], [-0.47331, 2.72104, 5.77865], [0.11489, 0.96964, 5.37145], [0.64739, 0.14974, 6.36815], [1.03539, -1.07536, 6.10685], [0.95389, -1.57706, 4.89575], [0.46339, -0.82376, 3.82835], [0.03119, 0.47454, 4.07875], [0.41679, -1.37966, 2.44905], [1.14089, -2.34566, 2.13685], [-0.34451, -0.82786, 1.60745], [0.75409, 0.48654, 7.38855], [1.27819, -2.59986, 4.76495], [-0.36071, 1.08184, 3.27845]], "forces_ev_per_a": [[0.184, -0.376, 1.699], [-1.330, 0.800, 0.623], [2.492, -1.352, -0.947], [-2.275, 0.990, 0.636], [0.559, 0.019, 0.069], [-0.173, 0.120, 0.057], [0.252, -0.364, -0.357], [0.265, -0.025, 0.107], [0.232, -0.238, -0.182], [-0.120, 1.322, -0.245], [0.107, -0.275, -0.042], [0.217, 0.101, -0.101], [-0.060, -0.115, 0.052], [0.061, 0.035, -0.064], [0.051, 0.045, 0.116], [-0.018, -0.181, -0.152], [-0.199, -0.266, 0.193], [0.081, -0.052, -0.035], [-0.153, 0.063, -0.003], [0.070, -0.113, 0.077], [0.103, 0.035, -0.113], [-0.146, -0.036, 0.092], [-0.017, -0.083, -0.144], [-0.052, -0.044, -0.066], [-0.064, 0.004, 0.082], [0.012, 0.002, -0.014], [-0.102, -0.043, 0.059], [-0.091, -0.041, 0.068], [-0.023, 0.044, 0.120], [0.044, 0.144, -0.007], [-0.034, 0.118, -0.032], [-0.088, 0.083, 0.002], [-0.061, 0.034, -0.017], [0.047, 0.067, -0.043], [0.103, -0.026, -0.021], [0.047, -0.046, -0.085], [0.194, -0.051, 0.256], [-0.155, -0.228, -0.071], [-0.181, -0.034, -0.299], [0.052, 0.335, -0.171], [0.180, -0.633, 0.108], [-0.018, 0.628, 0.218], [0.002, 0.022, -0.008], [0.010, -0.034, 0.019], [-0.014, -0.039, 0.007], [0.020, 0.207, 0.016], [-0.076, 0.015, -0.067], [0.074, -0.095, 0.107], [-0.083, 0.012, -0.069], [-0.067, 0.029, -0.072], [0.077, -0.194, -0.065], [0.062, -0.082, -0.082], [-0.379, 0.652, -0.375], [0.467, -0.849, 0.815], [-0.162, 0.306, -0.650], [0.048, -0.065, 0.124], [-0.052, 0.078, 0.268], [0.316, -0.005, 0.612], [0.305, -0.579, -0.482], [-0.454, 0.102, -1.397], [-0.036, 0.156, 0.090], [0.020, -0.065, -0.106], [-0.072, 0.062, -0.112]], "e_homo_ev": -13.166, "max_force_ev_per_a": 2.99, "charge": 2, "total_energy_ev": -135455.369}

{"formula": "H10O5", "method": "wB97M-V/def2-TZVPD", "species": ["O", "H", "H", "O", "H", "H", "O", "H", "H", "O", "H", "H", "O", "H", "H"], "positions_angstrom": [[-2.41405, -0.17925, 1.22083], [-1.90510, 0.53435, 1.54156], [-1.79797, -0.77784, 0.79464], [-0.28247, 1.17548, -1.35271], [0.13373, 1.71784, -0.65998], [-1.18306, 1.45480, -1.21397], [1.60826, 0.32547, 1.61471], [1.75532, 1.19183, 1.24122], [1.04810, 0.35613, 2.39016], [1.00124, -1.30194, -2.26019], [0.66701, -1.56222, -1.41768], [1.64967, -0.60952, -2.10986], [-0.28770, -1.08914, 0.05265], [-0.42694, -0.25534, -0.48003], [0.43394, -0.98065, 0.63864]], "forces_ev_per_a": [[-1.915, -0.477, -0.100], [0.844, 1.070, 0.578], [0.523, -0.343, -0.076], [0.424, 0.794, 0.769], [0.316, -0.209, -0.424], [-1.048, 0.039, -0.432], [0.290, -0.828, -0.306], [-0.096, 0.382, 0.354], [-0.044, 0.525, 0.184], [0.804, 0.054, -1.749], [-0.424, -0.245, 1.079], [-0.086, -0.074, 0.065], [-1.588, -0.462, -1.334], [0.747, -0.839, 0.539], [1.252, 0.612, 0.853]], "e_homo_ev": -10.602, "smiles": "O.O.O.O.O", "max_force_ev_per_a": 2.12, "charge": 0, "total_energy_ev": -10399.440, "e_above_lowest_kcal_mol": 32.5}

{"formula": "C47H45AsN4O3PW", "method": "wB97M-V/def2-TZVPD", "species": ["W", "O", "N", "N", "O", "C", "C", "C", "C", "C", "C", "H", "H", "H", "H", "H", "N", "C", "C", "C", "C", "C", "C", "P", "C", "C", "C", "C", "C", "C", "C", "C", "C", "C", "C", "C", "H", "H", "H", "H", "H", "H", "H", "H", "H", "H", "H", "H", "H", "H", "H", "H", "C", "C", "C", "C", "C", "N", "H", "H", "H", "H", "H", "H", "H", "H", "H", "O", "As", "C", "C", "C", "C", "C", "C", "C", "C", "C", "C", "C", "C", "C", "C", "C", "C", "C", "C", "H", "H", "H", "H", "H", "H", "H", "H", "H", "H", "H", "H", "H", "H", "H"], "positions_angstrom": [[-0.40740, -0.22709, 0.20511], [0.06278, -2.05572, -0.02315], [0.07065, -2.64691, -1.19951], [-0.38643, -1.86388, -2.08075], [-0.63901, -0.58275, -1.68395], [-0.52795, -2.22530, -3.42931], [-0.12159, -3.49678, -3.84708], [-0.25741, -3.82915, -5.17859], [-0.79131, -2.91789, -6.08571], [-1.20118, -1.66207, -5.65338], [-1.06539, -1.30494, -4.32600], [0.29043, -4.19878, -3.13581], [0.04664, -4.81204, -5.51134], [-0.88593, -3.18873, -7.12844], [-1.63250, -0.96253, -6.35590], [-1.37389, -0.32801, -3.98017], [-1.06500, 1.74909, 1.89738], [-1.88628, 2.87571, 1.48653], [-2.09363, 3.97307, 2.30660], [-2.86601, 5.02903, 1.84584], [-3.41550, 4.98755, 0.57059], [-3.21747, 3.88450, -0.24048], [-2.46509, 2.80995, 0.23001], [-2.08269, 1.35221, -0.77760], [-3.62068, 0.42119, -1.07590], [-4.76075, 1.03669, -1.59107], [-5.90719, 0.29358, -1.82392], [-5.92606, -1.06558, -1.54772], [-4.79987, -1.68925, -1.02926], [-3.65618, -0.94724, -0.78920], [-1.61438, 2.15823, -2.33620], [-2.26871, 1.97391, -3.54813], [-1.86258, 2.70159, -4.66080], [-0.82538, 3.61572, -4.56097], [-0.16010, 3.79453, -3.35177], [-0.55010, 3.06155, -2.24570], [-0.26605, 2.10406, 2.41686], [-1.61197, 1.22516, 2.57311], [-1.65124, 4.01117, 3.29530], [-3.02761, 5.89109, 2.47827], [-3.99954, 5.82251, 0.20826], [-3.62973, 3.86624, -1.24087], [-4.75850, 2.09871, -1.79731], [-6.78873, 0.77570, -2.22423], [-6.82028, -1.64350, -1.73790], [-4.81728, -2.74865, -0.81055], [-2.79058, -1.43138, -0.34333], [-3.10004, 1.28414, -3.62652], [-2.37436, 2.56073, -5.60370], [-0.53599, 4.20464, -5.42115], [0.64621, 4.51177, -3.27375], [-0.06177, 3.21300, -1.28722], [-0.78601, -0.00236, 5.15220], [-0.97428, -1.42587, 4.56858], [0.22527, -2.30177, 4.97206], [-2.29057, -2.04818, 5.06408], [-1.02017, -1.23296, 3.12877], [-1.07581, -0.98914, 2.00599], [-0.65578, -0.09697, 6.22937], [-1.66098, 0.62393, 4.97408], [0.10895, 0.47227, 4.74585], [0.27512, -2.32475, 6.05938], [1.16441, -1.89707, 4.59327], [0.10869, -3.32368, 4.61358], [-2.27142, -2.06674, 6.15258], [-2.40201, -3.06736, 4.69669], [-3.15877, -1.46898, 4.74924], [1.05914, 0.35267, 1.41443], [2.58093, -0.39789, 1.07189], [2.95263, -2.20030, 1.69400], [2.00109, -3.12102, 2.10946], [2.40760, -4.39385, 2.48053], [3.75188, -4.73866, 2.44221], [4.69686, -3.81906, 2.00709], [4.30338, -2.54803, 1.62177], [3.81221, 0.92150, 1.79511], [4.95608, 0.61179, 2.52127], [5.72699, 1.64318, 3.03625], [5.35234, 2.96594, 2.85043], [4.19279, 3.26653, 2.14648], [3.42068, 2.24780, 1.61561], [2.63778, -0.37938, -0.86147], [3.12979, -1.47274, -1.57127], [3.26402, -1.37843, -2.94732], [2.91119, -0.20304, -3.60354], [2.42229, 0.88426, -2.89547], [2.27860, 0.80465, -1.51604], [0.95217, -2.86742, 2.12062], [1.67466, -5.12267, 2.80012], [4.06255, -5.73068, 2.74053], [5.74424, -4.08643, 1.96971], [5.03046, -1.84111, 1.23997], [5.24715, -0.41263, 2.70353], [6.62402, 1.39986, 3.58916], [5.96101, 3.75881, 3.26287], [3.88540, 4.29436, 2.00882], [2.50846, 2.48448, 1.08062], [3.43331, -2.37065, -1.04594], [3.65352, -2.22183, -3.50202], [3.03461, -0.13388, -4.67667], [2.17528, 1.80269, -3.41229], [2.01885, 1.69201, -0.94575]], "forces_ev_per_a": [[0.481, 4.078, 2.829], [-0.053, -1.742, -0.812], [-0.499, 0.355, -0.710], [1.211, -0.057, 1.475], [-0.393, -1.216, -1.260], [-0.128, -0.207, -1.305], [0.015, 0.121, 0.320], [-0.017, -0.054, -0.059], [-0.010, 0.076, 0.096], [0.044, -0.137, -0.129], [-0.039, 0.167, 0.388], [-0.004, -0.043, -0.049], [0.021, 0.017, -0.006], [-0.029, -0.013, 0.007], [0.029, 0.027, 0.012], [0.048, -0.041, -0.032], [-0.266, 0.009, -0.307], [-0.083, -0.026, -0.198], [0.049, 0.057, 0.072], [0.083, -0.084, 0.019], [-0.125, 0.032, -0.055], [-0.044, -0.056, -0.011], [0.361, -0.241, 0.166], [-1.236, 0.219, -0.344], [0.253, -0.099, 0.084], [0.053, 0.058, 0.061], [-0.023, 0.068, -0.017], [0.019, -0.078, -0.042], [-0.005, -0.060, 0.041], [0.008, 0.297, -0.020], [0.309, -0.184, 0.192], [0.033, -0.044, 0.041], [-0.071, -0.011, -0.032], [0.072, 0.029, -0.016], [-0.015, -0.058, 0.012], [-0.100, -0.051, -0.004], [0.240, -0.174, -0.134], [0.047, -0.126, 0.051], [0.008, 0.008, -0.007], [0.000, 0.004, -0.002], [0.000, -0.007, -0.005], [0.024, 0.068, 0.001], [-0.060, -0.023, -0.062], [0.002, 0.016, 0.016], [-0.010, 0.009, 0.007], [-0.010, 0.010, 0.022], [-0.059, -0.128, -0.040], [0.009, 0.001, -0.012], [-0.012, 0.050, -0.001], [-0.005, -0.035, -0.025], [-0.009, 0.018, -0.007], [0.035, 0.086, -0.031], [-0.011, -0.090, -0.028], [0.100, 0.157, 0.729], [-0.018, -0.004, -0.233], [-0.097, 0.008, -0.221], [-0.311, -0.265, -0.270], [-0.615, -0.371, 0.517], [-0.026, 0.003, 0.003], [-0.001, 0.017, -0.019], [-0.009, 0.037, 0.020], [-0.034, -0.002, 0.005], [0.005, 0.003, 0.040], [0.005, -0.013, -0.001], [0.044, -0.026, 0.002], [-0.007, -0.019, 0.041], [0.019, 0.028, 0.015], [-0.386, -0.651, -0.788], [2.140, 0.087, -0.165], [-0.090, 0.529, -0.153], [-0.118, 0.060, -0.017], [0.019, -0.003, 0.035], [-0.007, 0.042, -0.021], [0.092, -0.015, 0.012], [-0.128, 0.118, -0.116], [-0.586, -0.338, 0.002], [-0.082, -0.134, -0.048], [0.084, -0.028, 0.016], [-0.022, -0.086, -0.014], [-0.007, 0.061, -0.047], [-0.027, -0.046, -0.050], [-0.073, 0.111, 0.333], [-0.029, 0.047, 0.160], [-0.070, -0.032, -0.008], [-0.032, -0.126, -0.087], [-0.143, 0.063, 0.055], [0.342, -0.013, 0.111], [-0.016, -0.010, 0.052], [-0.014, 0.013, -0.001], [0.008, 0.001, 0.004], [-0.010, -0.026, -0.030], [0.079, -0.111, 0.034], [0.021, 0.061, 0.055], [-0.002, 0.045, 0.023], [-0.013, 0.021, -0.010], [0.039, 0.014, 0.011], [0.032, 0.061, 0.030], [-0.051, -0.047, -0.064], [0.021, 0.037, -0.037], [0.010, 0.013, 0.014], [-0.013, -0.016, 0.019], [-0.163, -0.056, -0.092]], "e_homo_ev": [-16.065, -16.204], "max_force_ev_per_a": 4.99, "charge": 3, "total_energy_ev": -133499.067, "e_above_lowest_kcal_mol": 0.0}